Record 1
Density functional theory data (ωB97M-V with the def2-TZVPD basis set) for a 21-piece molecular cluster, C51H103N21O22 overall.

Last column: Mulliken charge in e.
Geometry (Å):
C: 6.89405 -0.57590 -5.83558  -1.36
C: 5.59889 -0.06740 -5.02859  -0.28
C: 4.26189 -0.66516 -5.55127  1.09
C: 4.14720 -2.11082 -5.48929  0.07
N: 4.07700 -3.25786 -5.36701  -0.62
H: 7.75866 -0.10986 -5.35879  0.41
H: 6.70631 -0.34638 -6.88822  0.37
H: 7.03352 -1.64356 -5.73190  0.34
H: 5.42082 0.98957 -5.03935  0.42
H: 5.74666 -0.44483 -3.98145  -0.02
H: 4.08325 -0.31566 -6.57699  0.54
H: 3.43745 -0.27866 -4.94090  -0.91
C: 2.30284 7.03651 -1.68135  -1.53
C: 1.99741 5.60786 -1.34004  1.07
C: 1.17039 5.45812 -0.08372  0.26
C: -0.19876 5.99684 -0.16712  0.10
N: -1.30728 6.29769 -0.19342  -0.60
H: 3.00692 7.10691 -2.53099  0.38
H: 2.83801 7.47076 -0.83652  0.39
H: 1.40626 7.63577 -1.87654  0.35
H: 2.90329 4.97152 -1.25783  0.23
H: 1.50040 5.09293 -2.16783  -0.89
H: 1.75032 5.92864 0.69976  0.71
H: 1.07705 4.43522 0.18466  -0.39
C: 3.87469 1.20137 0.53463  -1.25
C: 3.75289 1.74034 -0.91220  -0.12
C: 4.13264 0.65908 -1.94289  0.71
C: 3.23003 -0.49522 -1.84039  -0.01
N: 2.65147 -1.45225 -1.58470  0.08
H: 3.69053 1.96571 1.25980  0.53
H: 4.87729 0.85436 0.73985  0.41
H: 3.21446 0.34545 0.64352  -0.05
H: 4.44714 2.55633 -1.08055  0.57
H: 2.75295 2.11536 -1.10979  -0.28
H: 5.15678 0.32145 -1.75853  0.44
H: 4.04944 1.06584 -2.95551  -1.07
C: -1.44686 4.45229 4.17927  -0.42
C: -0.87208 4.18658 5.61543  -0.35
C: -1.96530 3.90803 6.59579  0.16
C: -2.92290 4.99746 6.89406  -0.05
N: -3.57595 5.92592 7.08712  -0.53
H: -0.65679 4.37379 3.44973  0.11
H: -1.87941 5.46577 4.13159  0.55
H: -2.21425 3.72937 3.90905  -0.24
H: -0.27607 5.03067 5.94440  0.42
H: -0.23285 3.31460 5.50217  -0.02
H: -1.54234 3.67657 7.58487  0.43
H: -2.48541 3.00236 6.32809  -0.08
C: -4.00606 -1.93006 -2.98973  -0.57
C: -3.44649 -3.03338 -3.87815  0.47
C: -4.10190 -4.39424 -3.60643  -0.76
C: -4.39112 -4.67210 -2.21798  0.36
N: -4.67717 -4.86842 -1.12036  -0.61
H: -5.07578 -1.80127 -3.13762  0.35
H: -3.60924 -0.92397 -3.15364  -0.04
H: -3.72790 -2.14145 -1.95394  0.00
H: -2.36953 -3.15504 -3.78223  -0.37
H: -3.54360 -2.78545 -4.94754  0.38
H: -3.59166 -5.27289 -4.01991  0.40
H: -5.10068 -4.43452 -4.07653  0.32
C: 0.34769 -1.19747 -4.25144  -0.06
C: 0.06765 0.24097 -4.39945  0.99
C: -0.12358 0.53200 -5.90887  -0.76
C: 1.05632 0.40431 -6.73786  0.21
N: 1.93369 0.34047 -7.46057  -0.58
H: 1.24853 -1.41627 -4.84271  -0.04
H: -0.40628 -1.85829 -4.71595  0.35
H: 0.48947 -1.57655 -3.22447  -0.65
H: 0.85560 0.88311 -3.92103  -0.42
H: -0.85715 0.60668 -3.95900  0.07
H: -0.42274 1.59025 -6.03440  0.25
H: -0.93412 -0.07376 -6.30873  0.56
C: -5.64791 1.92793 -3.30378  -0.80
C: -5.52940 1.22610 -4.68989  -0.11
C: -5.67245 2.17562 -5.85514  -0.35
C: -5.32842 1.65234 -7.15877  0.05
N: -4.90786 1.19809 -8.15074  -0.46
H: -6.49182 2.62831 -3.23696  0.44
H: -4.79414 2.58890 -3.16658  -0.02
H: -5.71941 1.16020 -2.54850  0.28
H: -6.27575 0.40317 -4.70781  0.40
H: -4.56449 0.72628 -4.69772  -0.01
H: -4.94121 2.95772 -5.65680  0.15
H: -6.65490 2.63742 -5.89892  0.44
C: -2.83756 3.43194 0.80296  -0.14
C: -3.77111 3.67086 -0.38038  1.20
C: -5.09063 2.87968 -0.01701  -1.06
C: -4.96730 1.38025 0.18047  0.21
N: -4.82261 0.25152 0.35491  -0.55
H: -3.20349 3.67208 1.81551  0.67
H: -1.85791 3.94413 0.71506  -0.42
H: -2.55212 2.37929 0.82064  -0.62
H: -3.39947 3.35180 -1.33717  -0.99
H: -4.10062 4.71683 -0.47907  0.48
H: -5.81129 2.99951 -0.83748  0.48
H: -5.44290 3.37214 0.88707  0.55
C: -0.24399 0.64704 -0.38974  0.85
C: -0.82729 -0.69421 0.11332  -0.21
C: 0.14180 -1.85904 0.31080  2.15
C: 1.08161 -1.62720 1.40042  -0.35
N: 1.75525 -1.33003 2.28996  -0.11
H: 0.61345 1.00300 0.17492  -0.14
H: -1.00020 1.43339 -0.38510  -0.45
H: 0.12436 0.57961 -1.41850  -0.24
H: -1.52715 -1.06866 -0.61687  0.21
H: -1.33236 -0.48550 1.06578  -0.14
H: 0.72269 -2.02901 -0.61128  -0.79
H: -0.44037 -2.75236 0.58542  -0.72
C: 1.34494 -2.49919 7.95594  -0.93
C: 1.79402 -1.23494 8.73002  -0.18
C: 0.65317 -0.39055 9.33418  -0.60
C: -0.28085 0.33854 8.43905  0.29
N: -0.98921 0.88562 7.69770  -0.45
H: 0.72685 -3.14083 8.55208  0.43
H: 2.21792 -3.10698 7.69234  0.32
H: 0.85591 -2.27934 7.01756  0.10
H: 2.45577 -0.61789 8.12665  0.07
H: 2.48819 -1.51657 9.52147  0.34
H: 1.12834 0.38287 9.97029  0.31
H: 0.01293 -0.99821 9.97017  0.33
C: 0.43795 0.71710 4.33710  -0.60
N: 0.12118 1.61789 3.10828  1.00
O: -0.95742 1.37788 2.52593  -0.33
O: 0.94972 2.48278 2.79354  -0.59
H: 0.09984 -0.25248 3.97778  0.04
H: -0.15313 1.17380 5.10598  0.31
H: 1.51292 0.76379 4.51483  0.14
C: 2.98830 4.82820 -5.18057  -1.06
N: 2.54607 3.57548 -4.47536  0.82
O: 3.38995 2.73916 -4.18483  -0.51
O: 1.35523 3.48017 -4.22810  -0.40
H: 2.19917 5.57246 -5.30859  0.31
H: 3.26792 4.48836 -6.18866  0.39
H: 3.89189 5.25446 -4.74432  0.35
C: -1.53895 5.11159 -3.09278  -0.71
N: -1.33794 3.56917 -2.68094  0.31
O: -2.11073 2.81315 -3.25251  -0.37
O: -0.49068 3.25631 -1.83667  0.21
H: -0.51521 5.51830 -2.93915  0.11
H: -2.20985 5.47789 -2.31763  0.26
H: -1.93011 5.18533 -4.10215  0.29
C: -4.64154 -2.93576 1.47414  -0.15
N: -3.32531 -2.90979 2.10690  0.66
O: -2.37871 -3.59474 1.64948  -0.28
O: -3.17574 -2.21523 3.14545  -0.52
H: -5.35596 -3.17159 2.25559  0.30
H: -4.70424 -3.64485 0.65894  0.21
H: -4.78651 -1.91922 1.07675  -0.03
C: 4.31621 -0.99737 4.47387  -0.51
N: 4.31903 -0.84055 5.95560  1.00
O: 4.65210 -1.80493 6.64086  -0.55
O: 4.10107 0.25309 6.41743  -0.58
H: 3.28269 -0.99171 4.19532  0.00
H: 4.76510 -1.96717 4.36023  0.38
H: 4.82787 -0.15233 4.04458  0.29
C: -0.10675 -4.05734 4.00689  0.33
N: 0.74256 -4.88464 4.87407  1.09
O: 1.73355 -4.45897 5.44518  -0.58
O: 0.47587 -6.08317 4.87242  -0.61
H: -1.10055 -4.46950 4.08131  0.43
H: 0.18220 -4.32771 3.00886  -0.39
H: 0.00260 -3.00040 4.20367  -0.25
C: -4.55232 0.74181 3.56417  -0.45
N: -4.35954 1.54928 4.79453  0.97
O: -4.23951 2.77447 4.66562  -0.57
O: -4.39351 0.96233 5.89389  -0.56
H: -5.60201 0.93482 3.38666  0.46
H: -4.45095 -0.29180 3.84105  0.29
H: -3.96480 1.12255 2.73022  -0.17
C: 2.34015 -6.51531 2.50812  -0.91
N: 2.17908 -5.57238 1.40593  0.91
O: 1.86683 -4.43851 1.71095  -0.27
O: 2.27550 -6.03063 0.28728  -0.57
H: 1.34581 -6.85538 2.77884  0.26
H: 2.81171 -5.99846 3.32743  0.26
H: 2.93351 -7.32132 2.15608  0.39
C: 2.27184 -4.55834 -3.35668  0.30
N: 0.80163 -4.50403 -3.71084  0.68
O: 0.47414 -4.82142 -4.85342  -0.58
O: -0.05237 -4.20006 -2.88048  -0.21
H: 2.63575 -5.49207 -3.76354  0.46
H: 2.35482 -4.46608 -2.28645  -0.05
H: 2.81684 -3.74439 -3.82062  -0.58
C: 4.88655 -2.95112 0.78714  -0.34
N: 5.25884 -2.80616 -0.62732  1.04
O: 5.86704 -1.78936 -0.96006  -0.61
O: 5.00362 -3.72432 -1.37681  -0.58
H: 5.55399 -2.26995 1.26537  0.26
H: 5.07822 -3.97497 1.05972  0.27
H: 3.85207 -2.63294 0.74913  -0.07
C: -1.15372 -5.99860 -0.28442  0.20
N: -1.28960 -6.96874 0.77872  0.83
O: -0.42874 -6.86713 1.67192  -0.55
O: -2.18745 -7.75676 0.85423  -0.58
H: -1.50817 -6.43630 -1.19627  0.33
H: -0.11210 -5.75466 -0.39683  -0.16
H: -1.73247 -5.10876 0.01158  -0.14

Forces on atoms 1 to 6 (eV/Å):
C -2.0 1.1 0.9
C 0.8 -2.8 0.3
C 0.3 0.7 -0.1
C 0.3 -1.0 0.2
N 0.2 1.0 -0.4
H 0.1 0.2 -0.6

Multiplicity: 1
DFT total energy: -130862.1037 eV
HOMO: -0.3933 Eh
Energy above the lowest of the compared OMol25 structures with the same formula, charge and spin: 0.000 eV

Record 2
Density functional theory data (ωB97M-V with the def2-TZVPD basis set) for a 13-piece molecular cluster, C51H107N8O15 overall.

Last column: Mulliken charge in e.
Geometry (Å):
C: -22.30478 8.01017 17.66968  -0.54
C: -23.32246 7.38946 16.70443  -0.63
N: -24.68568 7.69149 17.23148  0.38
C: -24.98483 8.82347 17.94801  -0.07
C: -26.36041 8.76306 18.18112  -1.16
N: -26.86485 7.61560 17.63249  0.12
C: -25.84063 7.00436 17.07058  -0.11
C: -28.25577 7.06955 17.78717  -0.79
H: -22.16577 7.51156 18.59206  0.86
H: -22.53419 9.03031 17.97926  -0.25
H: -21.32964 8.02476 17.20664  0.17
H: -23.12445 6.30839 16.60336  0.44
H: -23.16903 7.94697 15.77443  0.05
H: -24.23120 9.56318 18.21026  0.50
H: -26.97986 9.40857 18.78017  0.48
H: -25.85590 6.01164 16.66119  0.42
H: -28.88095 7.84164 17.36464  0.35
H: -28.51911 6.95763 18.83793  0.33
H: -28.29402 6.08210 17.25682  0.28
C: -11.42837 11.19523 15.18013  -1.41
C: -12.89203 11.18889 15.63186  0.04
C: -13.61159 10.09450 14.93505  -0.98
N: -15.12018 10.05535 15.15533  0.54
C: -15.75011 11.35744 14.63661  0.72
C: -15.46133 9.71375 16.54212  -1.16
C: -16.86152 9.23894 16.58339  1.12
C: -17.00606 8.47812 15.25346  -0.33
C: -15.78378 8.88238 14.32193  -0.85
H: -10.85642 11.95586 15.71921  0.41
H: -11.42594 11.51228 14.13518  0.34
H: -10.98367 10.21380 15.39022  0.34
H: -13.34464 12.15681 15.52498  0.11
H: -12.99741 10.99219 16.72607  0.34
H: -13.26450 9.16261 15.31038  0.48
H: -13.58250 10.10404 13.85867  0.47
H: -15.35767 11.50452 13.62272  0.39
H: -15.45087 12.20226 15.28773  -0.37
H: -16.82463 11.19177 14.75774  -0.75
H: -15.23346 10.60981 17.12377  0.54
H: -14.78544 8.87945 16.77885  0.34
H: -17.52046 10.10779 16.67315  -1.30
H: -17.00001 8.58073 17.40857  0.88
H: -17.94957 8.73883 14.74715  -0.13
H: -16.98948 7.40460 15.47914  0.49
H: -15.94092 9.29243 13.32205  0.42
H: -15.07381 8.07057 14.20537  0.36
C: -15.78348 15.87293 10.82905  -1.40
C: -17.26860 16.04383 11.08492  -0.31
C: -17.66810 16.00749 12.52775  0.08
N: -19.05555 16.51783 12.87267  0.67
C: -20.03361 15.74958 12.09404  -0.73
C: -19.17207 18.01729 12.69855  -0.64
C: -20.34102 18.46954 13.55570  -0.74
C: -20.61058 17.26149 14.53213  0.30
C: -19.30608 16.42710 14.37364  -0.11
H: -15.58200 15.98908 9.74457  0.38
H: -15.47549 14.84332 11.07031  0.26
H: -15.17704 16.53157 11.45403  0.38
H: -17.70443 15.24502 10.46907  0.25
H: -17.50327 16.98222 10.57712  0.26
H: -16.95829 16.54245 13.18026  0.62
H: -17.64249 14.96040 12.81531  -0.36
H: -21.02178 15.88649 12.54978  0.16
H: -19.83229 14.68087 12.19368  -0.02
H: -20.04683 16.11321 11.05329  0.45
H: -19.19099 18.23479 11.63786  0.53
H: -18.27299 18.38407 13.13116  0.39
H: -21.21283 18.73246 12.93606  0.34
H: -20.07500 19.41062 14.08403  0.30
H: -21.51578 16.68485 14.22775  -0.54
H: -20.86375 17.57744 15.54424  0.76
H: -19.36227 15.42339 14.75407  -0.67
H: -18.37795 16.83679 14.85131  0.50
C: -23.98665 11.80995 16.27073  -1.05
C: -23.18964 11.30087 15.12573  3.23
C: -23.85587 11.75877 13.86930  -1.86
N: -23.05351 11.70637 12.58895  1.25
C: -22.01854 12.76311 12.60419  0.13
C: -24.13933 11.94859 11.41281  -0.47
C: -23.84147 10.87793 10.37435  -0.66
C: -22.35439 10.55820 10.61469  -0.56
C: -22.41702 10.42567 12.11531  -0.45
H: -24.98332 11.39543 16.40643  0.46
H: -24.11553 12.89955 16.10552  0.35
H: -23.41832 11.68207 17.22709  -0.26
H: -23.03615 10.21928 15.17129  -0.62
H: -22.19272 11.70315 15.22042  -1.14
H: -24.17459 12.80015 13.90894  0.31
H: -24.69646 11.09248 13.73907  0.58
H: -21.10486 12.39108 12.15451  -0.74
H: -21.85358 13.01439 13.64630  0.00
H: -22.40732 13.65962 12.12413  0.10
H: -23.86651 12.94448 11.07567  0.27
H: -25.20335 12.00339 11.72270  0.41
H: -24.09294 11.15270 9.35073  0.38
H: -24.40943 9.98592 10.64991  0.30
H: -21.67029 11.29989 10.17786  0.26
H: -22.09532 9.63001 10.14485  0.47
H: -21.48454 10.29319 12.66302  -0.20
H: -23.11497 9.61723 12.39733  0.51
C: -19.50962 10.30053 17.96388  0.39
C: -20.41570 11.51792 18.01236  0.60
O: -21.20238 11.81505 18.92442  -0.79
N: -20.47719 12.23807 16.83721  1.55
H: -17.59732 13.93061 15.80796  -0.03
H: -19.72371 12.14617 16.14250  -0.94
C: -20.95869 13.66913 16.89107  -0.55
H: -19.50401 10.10134 16.88759  -0.03
H: -19.89484 9.37307 18.39744  -1.07
H: -18.62071 10.59371 18.49930  0.44
H: -20.18335 14.35354 17.28734  0.24
H: -21.84663 13.58644 17.49962  0.58
H: -21.15623 14.04974 15.88990  -0.43
C: -19.33669 6.85117 22.12559  -0.74
C: -18.35410 7.97222 22.35973  0.73
O: -18.42981 8.79055 23.28863  -0.68
N: -17.48921 8.04719 21.31547  0.06
H: -17.50815 7.28038 20.53394  0.20
H: -20.42112 8.84649 20.82013  -0.01
C: -16.48244 9.06770 21.26460  -0.86
H: -20.22116 6.88198 22.68853  0.36
H: -18.85634 5.89319 22.25238  0.41
H: -19.51051 6.76420 21.04767  -0.24
H: -16.76765 9.96890 20.71306  0.16
H: -15.55215 8.71817 20.78383  0.35
H: -16.23046 9.33511 22.28828  0.35
C: -19.41088 13.88240 20.32674  1.18
C: -18.41076 14.16198 21.37615  0.44
O: -17.43664 13.47942 21.72240  -0.53
N: -18.52441 15.63900 22.10338  -0.13
H: -19.30085 16.14742 21.65396  0.11
H: -18.62743 15.77549 23.13586  0.41
C: -17.26517 16.46630 21.82592  -0.83
H: -18.76794 13.44683 19.55690  -0.40
H: -20.02740 14.68501 19.95716  -0.24
H: -19.99486 13.03178 20.72479  -0.19
H: -16.47431 16.00393 22.41732  0.40
H: -17.40300 17.51461 22.10311  0.37
H: -16.98115 16.45402 20.77162  0.27
C: -15.06870 15.32048 17.24862  -1.23
C: -16.27562 14.40381 17.03437  0.82
O: -16.44333 13.35380 17.62915  -0.48
O: -17.02222 14.73178 15.99387  -0.04
H: -15.12745 16.18148 16.59265  0.29
H: -14.24730 14.67238 17.01869  0.30
H: -15.01829 15.60130 18.30424  0.31
C: -18.65541 11.22698 12.26139  -1.96
C: -18.93314 11.88917 13.66394  1.10
O: -18.96321 13.14196 13.66756  -0.55
O: -18.93768 11.07312 14.63210  -0.88
H: -17.61017 11.41126 12.07790  0.46
H: -19.20089 11.77605 11.49087  0.31
H: -18.97500 10.19965 12.18076  0.34
C: -19.32669 5.57093 16.93726  -1.22
C: -19.73041 6.39129 18.19369  0.82
O: -20.84618 6.05954 18.69490  -0.76
O: -18.91816 7.26934 18.63245  -0.42
H: -18.97764 6.18809 16.10087  0.10
H: -20.11137 4.89684 16.56059  0.33
H: -18.47366 4.97345 17.23360  0.41
C: -24.14215 16.97338 12.52967  -1.10
C: -24.06054 15.69009 13.35306  0.38
O: -22.91191 15.29886 13.71892  -0.21
O: -25.16387 15.15051 13.68855  -0.78
H: -24.35741 17.77457 13.21769  0.31
H: -24.93330 16.81642 11.79771  0.36
H: -23.19689 17.23944 11.98951  0.10
C: -23.00158 10.76139 21.00593  -0.94
C: -21.48162 10.37694 21.11098  0.93
O: -21.36578 9.10960 20.59099  -0.18
O: -20.62440 11.04779 21.58783  -0.62
H: -23.08889 11.74795 21.45350  0.40
H: -23.68552 10.03775 21.42864  0.37
H: -23.20846 10.87107 19.93234  -0.09
C: -21.52820 17.16694 19.63780  -0.51
C: -20.23252 17.93117 19.75120  0.46
O: -20.23602 19.00036 20.38465  -0.74
O: -19.12357 17.45107 19.25096  -0.63
H: -21.77167 16.64883 20.54071  0.31
H: -21.46696 16.54153 18.72045  -0.11
H: -22.33830 17.84991 19.44246  0.36

Forces on atoms 1 to 6 (eV/Å):
C -0.3 0.8 -0.4
C 0.9 0.8 0.9
N -1.2 -0.3 -0.2
C -2.0 -0.1 0.1
C 1.2 0.9 0.6
N 0.3 -0.2 0.6

Multiplicity: 1
DFT total energy: -97247.1844 eV
HOMO: -0.3076 Eh
Charge: +1